(1)
Formula: C38H107N21O18
Source: OMol25
Level of theory: ωB97M-V with the def2-TZVPD basis set

## Properties
- Orbital gap (alpha / beta): 6.396 / 1.200 eV
- Net charge: +1
- 2S+1: 2
- Highest occupied orbital energy (alpha / beta): -0.3440 / -0.3440 Ha

Geometry (Å):
H: 2.63 1.63 1.13
H: -4.73 5.53 -8.91
N: -2.25 3.88 1.13
C: 1.76 -3.04 -0.56
H: -5.36 0.03 3.68
H: 1.96 4.87 -4.22
H: -2.09 -7.44 -2.37
H: 4.83 5.14 3.74
H: 3.27 5.44 4.41
O: -1.67 3.04 3.96
C: -3.40 6.96 -3.05
H: 0.02 -7.35 1.60
H: 1.67 -8.62 -2.95
C: -4.69 1.46 2.55
H: -4.60 4.84 -6.58
H: 3.98 5.90 -1.70
H: -2.83 -1.06 1.28
H: -0.95 -0.34 -3.41
H: -1.59 -6.04 -0.03
C: 5.52 -1.02 -0.34
O: -3.08 5.86 -7.65
C: -4.07 4.03 -3.70
N: -4.71 -1.69 -1.29
H: 0.18 -4.13 6.09
C: 4.96 -5.66 -2.02
C: 2.95 -0.64 5.09
O: 1.74 1.50 -0.77
H: 1.66 5.26 0.07
C: 3.78 4.86 3.65
O: 3.39 0.70 4.78
H: -4.45 3.38 0.12
C: -0.56 -6.32 -0.26
H: -5.23 -3.92 -1.93
H: 3.04 -1.06 4.09
N: -2.86 -3.74 2.43
O: -0.62 -1.24 1.37
N: -0.70 -0.88 -4.22
C: -2.99 4.67 0.36
O: 5.68 -2.17 0.44
C: -4.92 5.29 -3.99
H: 1.86 -5.02 2.38
H: 3.88 1.41 6.74
H: -5.41 -5.39 2.61
H: 4.03 3.76 6.09
H: -1.81 3.84 -6.27
C: -1.07 -7.79 -2.20
H: -4.00 7.36 -2.23
H: -1.35 1.19 0.77
C: 6.50 -3.86 -1.21
H: 5.03 -1.26 -1.28
H: -4.73 1.50 4.57
H: -3.46 4.20 -2.81
H: 3.79 6.36 1.99
H: -0.33 -7.33 -2.86
O: 2.01 5.45 2.16
C: -0.59 3.54 3.75
H: -0.71 -0.54 -5.17
H: -2.11 -3.54 3.07
C: 4.09 -6.79 -1.53
N: -5.12 -3.79 -0.94
H: -3.87 2.81 3.64
N: 0.55 2.88 3.74
H: 7.34 -4.44 -1.59
H: -1.23 -8.80 -2.55
C: 3.32 5.41 2.27
N: 2.50 5.13 -3.41
C: -0.51 -2.13 -3.94
C: 0.92 -3.76 3.71
H: -0.96 -5.41 2.40
C: 3.98 2.99 5.31
H: 4.84 -0.53 0.36
H: -1.10 -1.46 -2.33
H: -5.48 5.11 -4.91
H: -3.64 6.75 -9.47
H: -2.62 2.96 1.34
H: 4.33 -5.16 -2.75
H: 2.89 3.02 0.05
H: 4.83 4.40 -1.54
H: -4.60 4.96 -0.66
N: -5.33 0.32 2.72
C: 3.33 1.71 5.84
O: 3.59 3.13 -3.24
H: 1.91 -0.69 5.40
H: -4.71 -0.69 -1.14
H: 0.36 5.82 1.09
C: 1.42 5.94 0.89
C: 0.25 -6.46 1.01
H: 3.53 2.87 3.17
H: -5.00 -4.63 -0.39
H: -0.05 -0.04 -1.04
C: -1.90 -0.85 0.76
H: 7.12 -3.60 0.84
H: 3.54 1.29 -0.21
H: 6.35 -0.31 -0.42
H: -1.47 -3.63 5.99
O: -4.77 -2.54 0.74
C: 0.93 -5.10 2.95
H: 1.30 -6.49 0.74
N: 5.42 -4.80 -0.87
H: -1.35 2.47 -1.75
H: 7.61 -2.29 -0.16
N: 4.06 4.92 -1.93
C: -0.41 -0.74 2.73
H: 3.63 4.62 1.59
N: -0.10 -5.27 1.89
H: 0.63 -0.95 2.99
H: -4.83 -2.07 -2.22
H: -0.31 0.33 2.93
H: 1.41 3.37 3.55
C: -4.06 6.32 -8.56
H: -5.24 -0.34 1.95
H: -3.60 3.89 -7.57
H: -1.27 4.11 1.17
C: -2.63 4.33 -5.76
H: -2.58 7.66 -3.21
O: -0.42 -3.38 4.16
H: 5.04 2.75 5.29
N: -1.07 -2.35 -2.81
C: 3.42 4.30 -2.88
C: -1.68 0.51 -0.03
C: 6.79 -3.00 -0.01
H: 0.24 -2.36 0.48
N: -4.05 4.24 -0.22
N: -0.24 4.80 3.59
H: -4.88 -3.81 1.86
O: 2.47 -3.91 -0.97
C: 0.54 2.27 -0.69
C: 2.72 1.94 0.09
H: 0.60 1.88 3.88
H: 4.58 -7.65 -1.07
H: 1.14 -2.99 2.97
C: -0.47 -3.39 5.61
O: -4.13 6.53 -4.17
O: -2.57 5.81 0.12
C: -4.80 -2.66 -0.48
H: -0.16 -2.46 6.08
H: -3.38 -3.05 1.91
H: -2.26 5.23 -5.27
N: -3.31 3.45 -4.81
H: 1.79 -3.53 4.33
H: 3.72 -1.15 5.66
H: -4.71 3.22 -3.33
H: 2.57 6.05 -3.02
O: -4.36 1.84 1.45
H: -2.06 -1.59 -0.03
O: -0.60 -7.67 -0.87
N: 2.15 -1.83 -0.56
H: -0.97 -1.27 3.49
H: -2.59 2.78 -4.56
H: -0.93 -3.28 -2.45
N: 3.52 3.45 4.00
H: 2.83 -1.44 -1.20
O: -3.12 -5.64 3.59
H: -5.69 5.54 -3.26
H: 0.10 2.40 0.30
H: 4.59 -4.31 -0.58
N: -4.46 1.99 3.73
H: -0.02 1.84 -2.65
H: 0.34 -4.13 0.25
N: -0.91 0.44 -1.25
H: 5.76 -6.01 -2.67
C: -0.51 1.79 -1.68
O: 3.17 -7.16 -2.52
H: 1.99 -8.49 -1.32
H: 3.44 -6.47 -0.72
C: -3.55 -4.72 2.89
H: 2.29 1.84 6.13
H: -4.58 7.13 -8.03
H: 1.55 -1.19 -0.06
H: 6.31 -3.29 -2.13
C: 2.51 -8.44 -2.28
O: -0.04 -2.95 -4.76
H: 0.50 3.28 -1.08
H: -2.79 6.11 -2.74
H: 0.90 -5.95 3.63
H: 0.65 5.08 3.20
H: 1.70 6.98 0.69
H: -0.88 5.42 4.05
H: -2.61 0.98 -0.32
N: 0.63 -3.18 0.03
C: -3.57 4.76 -6.92
N: -4.74 -4.67 2.38
H: 3.29 -9.20 -2.28
H: -0.14 -5.57 -0.92

Results of the Mulliken charge analysis, in e, for atoms 1 through 6: 0.082 0.339 0.680 0.325 0.177 0.211

(2)
Formula: C16H19Cl3N2O2PPdSe2
Source: OMol25
Level of theory: ωB97M-V with the def2-TZVPD basis set

## Properties
- Relative energy (zero: lowest compared OMol25 entry of this formula, charge and spin): 19.8 kcal/mol
- Orbital gap: 7.083 eV
- Net charge: +1
- Highest occupied orbital energy: -0.3936 Ha

Geometry (Å):
H: -4.13 -3.23 -4.86
H: -4.08 -1.49 -3.17
H: -2.90 -2.19 -5.20
H: -3.75 3.50 3.56
Cl: 2.23 -1.42 -3.39
C: -3.33 -2.28 -3.13
C: -2.71 1.64 3.30
C: -0.74 1.71 1.92
Se: 0.78 1.33 -0.96
H: -1.88 -2.06 -0.69
H: -2.18 4.77 2.14
C: 3.62 3.43 2.38
H: 1.87 3.56 1.18
H: -1.48 -0.06 2.88
Pd: 1.12 -1.10 -1.12
C: 1.34 -3.75 -2.42
O: 0.54 -3.07 -1.68
C: -1.63 0.99 2.72
H: -0.29 3.64 1.07
C: -0.95 3.08 1.71
H: 2.76 -0.31 2.80
C: 2.16 1.56 1.95
H: -2.56 -3.65 -4.53
C: 3.00 0.74 2.68
Cl: 3.43 -2.70 -1.01
H: -1.61 -1.01 -3.42
C: 4.15 1.26 3.27
H: -2.38 -0.54 -1.12
N: -3.24 -2.88 -4.52
H: -3.69 -3.08 -2.48
H: 4.80 0.61 3.84
P: 0.67 0.92 1.15
C: -2.03 3.72 2.30
O: 1.11 -4.78 -3.01
H: -3.40 1.08 3.92
C: -2.91 3.00 3.10
C: 2.72 -3.04 -2.61
N: -1.81 -1.33 -1.38
Se: 0.57 -1.25 1.24
C: 4.46 2.60 3.13
C: 2.49 2.91 1.79
H: 5.35 3.00 3.58
H: -1.24 -2.63 -2.83
H: 3.87 4.47 2.26
Cl: 3.84 -3.86 -3.62
C: -1.94 -1.80 -2.73

Results of the Mulliken charge analysis, in e, for atoms 1 through 6: 0.365 0.370 0.347 0.395 -0.172 -0.522

(3)
Formula: C13H30N3O2
Source: OMol25
Level of theory: ωB97M-V with the def2-TZVPD basis set

## Properties
- Relative energy (zero: lowest compared OMol25 entry of this formula, charge and spin): 0.0 kcal/mol
- Orbital gap: 8.821 eV
- Net charge: +1
- Highest occupied orbital energy: -0.4164 Ha

Geometry (Å):
H: 0.46 0.52 0.51
H: -5.04 1.22 0.61
H: 0.87 -0.49 -1.67
C: 0.37 0.48 -1.64
H: -5.36 2.02 -1.76
C: 3.39 -1.86 1.74
H: 1.78 1.36 -0.28
H: 4.49 -4.15 0.93
H: 6.26 -3.58 0.89
C: 4.87 -2.28 2.21
C: -4.77 2.23 0.27
H: -3.51 0.27 -0.94
H: 0.15 2.93 0.77
H: -1.38 -0.17 -2.76
C: -1.13 0.26 -1.78
O: 1.94 -3.30 2.98
H: 3.45 -0.75 1.43
C: -4.42 2.22 -1.22
C: -1.56 2.26 -0.34
H: -4.10 3.22 -1.54
H: -3.95 2.59 0.88
H: 0.75 1.05 -2.49
C: -3.43 1.13 -1.62
H: 5.60 -4.46 2.39
H: -2.00 1.90 -3.73
H: -1.92 1.63 0.48
C: 0.71 1.17 -0.33
H: -0.65 2.71 -2.90
H: 0.30 3.19 -0.95
N: -1.94 1.55 -1.63
H: -0.19 -2.08 1.30
H: -5.63 2.88 0.45
H: 1.07 -2.62 0.28
H: -2.30 3.35 -2.73
H: -3.64 0.78 -2.63
C: -1.71 2.45 -2.84
H: -1.48 -0.43 -1.00
H: -2.07 3.22 -0.32
C: 0.91 -3.69 2.07
H: 5.03 -2.23 3.35
H: 3.13 -2.49 0.82
H: 2.61 -1.54 3.67
O: 0.46 -4.86 2.20
H: 5.59 -1.50 1.75
C: -0.06 2.48 -0.21
N: 2.33 -2.00 2.79
C: 5.34 -3.70 1.57
N: 0.36 -2.88 0.98

Results of the Mulliken charge analysis, in e, for atoms 1 through 6: 0.155 0.334 0.414 -0.731 0.402 -0.334

(4)
Formula: C4H9NO
Source: OMol25
Level of theory: ωB97M-V with the def2-TZVPD basis set

## Properties
- SMILES: CC(C)NC=O
- Relative energy (zero: lowest compared OMol25 entry of this formula, charge and spin): 38.5 kcal/mol
- Orbital gap: 10.637 eV
- Highest occupied orbital energy: -0.3583 Ha

Geometry (Å):
C: -0.15 -1.56 0.98
H: -1.48 0.91 1.38
H: -1.08 -1.61 1.65
H: 1.55 1.16 -2.32
H: -0.44 1.80 0.20
C: 0.59 0.95 -1.81
H: 0.18 1.21 1.63
N: 0.90 -0.03 -0.87
O: -0.56 1.47 -2.01
C: -0.25 -0.32 0.06
H: -0.31 -2.46 0.38
H: -1.05 -0.36 -0.67
H: 0.87 -1.50 1.37
C: -0.57 0.88 0.88
H: 1.80 -0.53 -0.87

Results of the Mulliken charge analysis, in e, for atoms 1 through 6: -1.174 0.362 0.297 0.336 0.328 -0.028